Formula: C22H23N5O3
Source: the OMol25 dataset
Level of theory: ωB97M-V/def2-TZVPD

```
! RIJCOSX wB97M-V def2-TZVPD def2/J DEFGRID3
* xyz 0 1
H -0.94610 1.31059 1.12869
H -0.62531 -2.96417 0.15329
C -3.09266 -0.79314 -1.25462
C 3.28346 -2.78904 0.21822
C -5.73771 1.51740 0.06360
H -6.69934 1.99010 1.94290
H 5.62802 4.54747 -0.03569
C -2.90231 0.95622 0.35757
C -1.74037 -1.03694 -1.15015
H 5.78816 2.07466 0.07671
H 5.37844 -4.28154 -0.31972
C -5.94001 -0.53342 -1.26115
H 1.36172 4.27152 -0.27629
H 0.95384 -3.74557 0.15122
H -6.92878 -0.07905 -1.35252
H -5.58646 -0.74077 -2.27683
H 3.42951 5.63826 -0.21036
H -3.65167 -1.38058 -1.96274
O -5.58300 0.26111 2.18301
N 0.36002 -2.94357 -0.04769
H -4.73778 0.69764 2.33769
N -5.07312 0.44393 -0.63257
H 6.46628 -3.13598 0.52555
C -3.72714 0.20546 -0.49652
C -0.95379 -0.30095 -0.27154
C -6.05824 -1.83636 -0.46858
O 4.58000 -2.47743 0.30589
C 1.41549 0.40712 -0.11519
H -1.28813 -1.79241 -1.77564
C 2.41869 -1.65040 0.03821
C 3.67681 1.77425 -0.03528
H -6.80800 -2.47855 -0.92363
H -5.10994 -2.36628 -0.45016
C 2.33641 3.81445 -0.19791
N 0.42752 -0.55338 -0.14354
H 5.24583 -4.07705 1.43801
C 4.83551 2.57524 0.00053
C -1.55072 0.71077 0.46774
C 1.02778 -1.78084 -0.04437
H -6.52270 1.92224 -0.58495
N 1.24933 1.69494 -0.17368
C 2.69709 -0.25262 -0.01128
C 5.46728 -3.56324 0.49911
H -5.02660 2.32411 0.24432
C -6.39778 1.08634 1.39220
C 4.73672 3.93748 -0.06208
H -7.29486 0.49568 1.19216
H -6.34412 -1.62956 0.55856
H -3.30210 1.75856 0.95734
O 2.86917 -3.93920 0.29924
C 3.48264 4.56034 -0.16170
N 3.81314 0.43003 0.02946
C 2.40398 2.41133 -0.13708
*
```

Energy relative to the best compared isomer or geometry (same formula, charge and spin) = 25.03 kcal/mol
HOMO = -7.63 eV
Strongest force on any atom = 0.026 Eh/bohr
Orbital gap = 7.939 eV

natural (NBO) population analysis, charges in e, atoms 1 to 4: 0.24, 0.41, -0.29, 0.79

Formula: C22H23N5O3S
Source: the OMol25 dataset
Level of theory: ωB97M-V/def2-TZVPD

```
! RIJCOSX wB97M-V def2-TZVPD def2/J DEFGRID3
* xyz 0 1
N -0.71685 -0.05065 -1.41743
S -2.70813 -1.45865 -2.26476
N -2.78766 0.99454 -1.21619
C 6.88018 -2.24645 -1.35751
H 3.13813 0.06727 1.13102
H -5.79962 -1.57347 0.28594
H -4.85024 0.62879 2.13116
C 6.44570 -1.03586 -1.87942
C -2.72032 -1.41655 1.05668
C 1.30041 0.91160 -0.51114
C 5.18809 0.55948 1.30561
H 5.69580 1.52682 1.23603
C -0.12978 3.23620 0.06098
H 5.25841 0.18437 2.33055
H 1.74146 4.00919 0.76652
O -1.68979 -0.77436 1.14582
C -2.22198 2.18655 -0.76358
H -4.50585 -0.03190 -1.68490
C -4.22605 0.50761 1.23710
H 6.22976 -1.95829 1.78938
H 7.31414 -3.00803 -1.99175
C 6.27334 -1.66190 0.74838
O -2.91479 3.16568 -0.58964
C -5.01370 -1.87871 0.97967
N 6.79720 -2.55213 -0.07504
N 3.80110 0.80879 0.97158
H -5.45899 -2.00103 1.97686
H -4.92908 2.26757 0.26999
C -4.23996 0.95182 -1.29485
H -0.21706 -0.90393 -1.63178
H -5.95201 0.85761 -0.02540
H 6.53561 -0.82621 -2.93399
C 3.39023 1.96541 0.40330
H -3.25692 0.97783 1.42967
H -2.11429 -3.34257 0.28735
C -4.29040 -3.14756 0.51873
H 5.54783 0.85133 -1.36786
H -0.70871 4.12188 0.27255
C -2.84931 -2.92553 0.97250
H -2.66152 -3.33440 1.96764
H -4.73323 -4.04864 0.93714
C 5.89809 -0.10729 -1.01190
C -4.91897 1.19843 0.05830
H -4.57021 1.71856 -2.00125
C 5.80568 -0.41787 0.34167
C -0.78120 2.14209 -0.50638
H -4.32136 -3.21447 -0.56875
C -0.05809 0.98339 -0.80871
O 4.13006 2.90477 0.19406
C 1.21716 3.16956 0.33832
C 1.92996 1.99767 0.07470
C -2.06120 -0.10133 -1.58430
N -3.95990 -0.89080 1.02628
H 1.84884 0.01377 -0.75894
*
```

Energy relative to the best compared isomer or geometry (same formula, charge and spin) = 0.00 kcal/mol
HOMO = -8.46 eV
Strongest force on any atom = 0.014 Eh/bohr
Orbital gap = 8.369 eV

natural (NBO) population analysis, charges in e, atoms 1 to 4: -0.57, -0.23, -0.46, 0.03

Which of these has the lowest HOMO?
C22H23N5O3S